Molecular formula: C32H43Cl3N4OPdS
Method: DFT, ωB97M-V/def2-TZVPD

Structure (XYZ):
```
85
Properties=species:S:1:pos:R:3:mulliken_charge:R:1
Pd 0.78 0.51 0.33 0.6925
C -0.38 2.95 2.28 -2.7613
C 0.47 1.71 2.26 -0.0602
C 1.91 1.84 2.12 1.5214
C 2.56 3.19 2.11 -2.1000
C 2.69 0.69 2.00 1.4825
C 4.17 0.82 1.80 -2.2386
C 2.03 -0.58 2.02 0.2288
C 2.83 -1.85 1.92 -1.5922
C 0.63 -0.71 2.32 0.8740
C 0.02 -2.07 2.52 -2.4530
C -0.13 0.45 2.54 1.7514
C -1.56 0.33 3.00 -2.2039
H -0.43 3.36 3.29 0.4192
H -1.40 2.74 1.95 0.6009
H 0.03 3.73 1.64 0.6151
H 2.97 3.44 1.13 0.4176
H 3.40 3.19 2.80 0.4909
H 1.89 3.99 2.42 0.4342
H 4.69 0.81 2.76 0.3658
H 4.43 1.75 1.30 0.5269
H 4.59 0.01 1.21 0.5375
H 2.51 -2.49 1.09 0.2603
H 2.67 -2.44 2.82 0.4000
H 3.89 -1.68 1.83 0.4675
H 0.14 -2.38 3.56 0.3896
H 0.49 -2.82 1.89 0.5255
H -1.05 -2.05 2.30 0.5018
H -2.19 -0.09 2.22 0.2835
H -1.97 1.29 3.30 0.5218
H -1.60 -0.33 3.86 0.4684
N 1.80 -0.66 -1.11 -0.2518
C 1.30 -0.77 -2.52 -0.2568
C 1.90 0.29 -3.43 -1.0127
C 1.80 1.72 -2.89 -0.5875
C 0.41 2.09 -2.39 -0.6926
N 0.37 2.17 -0.91 -0.3373
H 2.76 -0.29 -1.13 0.2996
H 1.88 -1.59 -0.73 0.2589
H 0.21 -0.68 -2.47 -0.0453
H 1.53 -1.76 -2.90 0.4790
H 1.39 0.23 -4.39 0.3794
H 2.95 0.05 -3.63 0.3668
H 2.11 2.41 -3.67 0.3933
H 2.52 1.87 -2.07 0.3305
H -0.33 1.35 -2.70 0.3698
H 0.08 3.05 -2.79 0.4223
H -0.53 2.54 -0.62 0.2849
H 1.06 2.86 -0.61 0.2637
Cl -7.84 -7.69 -1.81 -0.0413
C -7.47 -6.06 -1.98 0.4299
C -6.58 -5.45 -1.02 -1.4364
C -6.20 -4.13 -1.15 -0.3367
C -6.72 -3.33 -2.17 0.1803
C -6.28 -1.89 -2.29 -0.1478
C -4.85 -1.68 -2.86 -1.6484
N -3.75 -1.70 -1.93 0.3890
C -2.98 -2.79 -1.57 -0.8277
C -1.94 -2.29 -0.85 -0.7832
N -2.02 -0.92 -0.77 -0.0294
C -3.11 -0.60 -1.42 -0.3288
O -6.37 -1.25 -1.03 -0.3912
C -7.54 -1.50 -0.27 -0.7779
C -8.71 -1.94 -1.11 0.2197
C -9.36 -3.23 -1.00 0.7957
Cl -9.06 -4.37 0.14 0.1184
S -10.71 -3.40 -2.07 0.0668
C -10.39 -1.85 -2.69 -0.5793
C -9.33 -1.18 -2.08 -0.3939
C -7.63 -3.96 -3.11 1.1174
Cl -8.22 -3.08 -4.42 0.0519
C -7.98 -5.31 -3.02 -0.6402
H -6.18 -6.07 -0.23 0.4752
H -5.51 -3.69 -0.44 0.7482
H -6.94 -1.39 -3.01 0.6305
H -4.85 -0.71 -3.36 0.5308
H -4.67 -2.43 -3.63 0.4794
H -3.22 -3.79 -1.90 0.6068
H -1.13 -2.85 -0.40 0.5873
H -3.50 0.39 -1.57 0.4887
H -7.80 -0.57 0.24 0.4842
H -7.33 -2.25 0.50 0.3175
H -11.04 -1.44 -3.46 0.5098
H -9.06 -0.17 -2.34 0.5544
H -8.62 -5.76 -3.76 0.5483
```

- 2S+1 = 1
- HOMO (Eh) = -0.643
- max |F| (eV/Å) = 1.13
- Kohn-Sham gap (hartree) = 0.116
- ΔE to the lowest compared entry with this formula, charge and spin (kcal per mole) = 0.0
- charge = +4